The following is a quantum chemistry calculation of 7 unconnected molecules or ions with the total composition C32H61N10, from OMol25.

XYZ file:
```
103
Properties=species:S:1:pos:R:3:forces:R:3:lowdin_charge:R:1
C 1.466 4.270 -2.784 -0.06 -0.01 0.23 -0.073
C 0.923 3.621 -1.499 -0.37 0.30 -0.51 -0.200
C 0.078 2.400 -1.833 -0.03 -0.16 -0.58 -0.333
C 0.812 1.342 -2.652 0.95 0.19 0.52 -0.038
N -0.614 1.828 -0.662 -0.58 0.20 -0.01 0.178
C -0.026 1.319 0.371 0.37 -0.26 0.45 -0.313
N 1.365 1.304 0.429 -0.04 -0.71 -0.12 0.096
C 1.621 0.420 1.577 -0.54 0.96 0.60 -0.137
C 0.504 0.923 2.490 0.39 -1.47 -0.23 -0.295
C 0.451 0.137 3.781 0.43 0.87 0.58 -0.208
N 1.586 0.540 4.640 -0.23 -0.03 -0.38 0.030
N -0.590 0.744 1.486 0.12 1.02 -0.45 0.165
H 1.043 5.255 -2.917 -0.06 0.31 -0.05 0.075
H 1.212 3.698 -3.666 0.01 -0.19 -0.21 0.035
H 2.541 4.372 -2.737 0.25 0.03 -0.09 0.079
H 1.749 3.394 -0.845 0.15 -0.15 0.25 0.088
H 0.262 4.339 -1.025 0.03 0.11 0.42 0.111
H -0.720 2.776 -2.459 -0.44 0.03 -0.06 0.140
H 1.868 1.414 -2.411 0.30 -0.12 0.04 0.082
H 0.526 0.335 -2.393 -0.38 -0.28 -0.11 0.084
H 0.734 1.518 -3.714 -0.36 -0.07 -0.21 0.043
H -1.621 1.843 -0.670 -0.24 0.03 0.16 0.131
H 1.696 2.212 0.767 0.15 0.19 -0.56 0.082
H 1.372 -0.612 1.382 0.29 -0.36 -0.45 0.115
H 2.632 0.536 1.921 0.29 0.10 0.20 0.109
H 0.582 2.000 2.578 0.31 0.24 0.92 0.120
H -0.445 0.347 4.352 -0.42 -0.23 -0.07 0.110
H 0.579 -0.915 3.580 -0.42 -0.40 -0.06 0.085
H 1.788 1.513 4.448 0.16 0.14 0.22 0.039
H 2.414 0.022 4.373 0.04 -0.09 0.05 0.047
H -1.481 1.134 1.776 -0.37 -0.27 -0.40 0.125
C -5.298 0.940 -2.504 -0.01 0.05 0.02 -0.106
C -6.308 1.637 -1.599 0.07 -0.22 -0.18 -0.254
C -5.712 2.831 -0.844 -0.05 -0.25 0.01 -0.174
C -4.608 2.401 0.022 -0.63 0.40 -0.38 -0.213
N -3.761 2.053 0.705 0.83 -0.26 0.30 0.151
H -4.471 0.516 -1.929 0.00 0.01 0.01 0.066
H -5.770 0.121 -3.043 0.01 0.01 -0.02 0.078
H -4.884 1.633 -3.240 0.00 -0.02 -0.01 0.078
H -6.710 0.917 -0.884 -0.04 0.07 0.05 0.115
H -7.146 1.992 -2.200 -0.01 0.08 0.07 0.112
H -6.468 3.308 -0.221 0.05 0.05 0.05 0.123
H -5.332 3.577 -1.543 0.04 0.03 0.02 0.123
C 5.010 -3.660 0.496 -0.01 0.04 -0.01 -0.103
C 5.297 -2.230 0.942 0.01 -0.18 -0.18 -0.257
C 5.006 -1.998 2.429 -0.11 0.00 -0.24 -0.171
C 3.592 -2.252 2.727 1.87 0.27 -0.15 -0.202
N 2.499 -2.457 2.954 -1.52 -0.06 0.30 0.196
H 3.955 -3.911 0.614 0.01 0.00 0.04 0.072
H 5.259 -3.788 -0.556 0.02 -0.01 0.01 0.076
H 5.598 -4.376 1.072 -0.01 -0.01 -0.01 0.081
H 4.703 -1.538 0.341 0.02 0.06 0.05 0.107
H 6.346 -1.996 0.753 -0.01 0.07 0.08 0.111
H 5.238 -0.970 2.709 -0.01 -0.01 0.07 0.117
H 5.613 -2.660 3.048 -0.02 -0.01 0.04 0.126
C 0.654 6.363 3.369 0.00 -0.02 0.03 -0.105
C 1.184 5.647 4.607 -0.21 0.12 -0.15 -0.252
C 2.607 5.105 4.422 -0.21 -0.05 -0.01 -0.167
C 2.653 4.131 3.328 0.20 0.54 0.61 -0.190
N 2.677 3.370 2.476 -0.11 -0.46 -0.61 0.189
H 0.583 5.686 2.515 0.05 0.00 0.00 0.062
H -0.344 6.757 3.557 0.01 0.02 0.00 0.077
H 1.300 7.197 3.091 -0.01 0.00 -0.02 0.081
H 0.512 4.826 4.866 0.06 -0.02 0.07 0.110
H 1.184 6.337 5.451 0.08 -0.06 0.05 0.114
H 2.951 4.615 5.333 0.07 -0.03 -0.02 0.124
H 3.301 5.914 4.193 0.04 -0.01 -0.04 0.127
C -0.101 -4.314 3.333 -0.26 -0.13 0.00 -0.121
C -1.541 -4.307 2.833 0.24 0.04 0.03 -0.255
C -2.498 -5.088 3.741 0.17 -0.03 -0.19 -0.181
C -2.097 -6.498 3.826 -0.37 0.74 0.11 -0.241
N -1.784 -7.595 3.881 0.22 -0.65 -0.03 0.158
H 0.306 -5.327 3.364 -0.05 -0.01 0.05 0.074
H 0.531 -3.731 2.676 0.05 0.06 -0.03 0.022
H -0.031 -3.887 4.337 0.05 0.00 -0.01 0.077
H -1.574 -4.725 1.826 -0.08 0.03 -0.02 0.076
H -1.893 -3.276 2.760 -0.11 -0.04 0.01 0.105
H -3.516 -5.044 3.352 -0.04 -0.04 0.05 0.116
H -2.505 -4.668 4.747 -0.01 -0.03 0.04 0.119
C 2.279 3.016 -8.215 -0.02 0.01 0.00 -0.107
C 1.323 4.203 -8.205 0.17 -0.15 -0.14 -0.257
C 0.859 4.584 -6.795 -0.07 -0.17 -0.20 -0.183
C 0.144 3.470 -6.161 0.34 0.73 -0.24 -0.233
N -0.417 2.604 -5.669 -0.33 -0.52 0.35 0.163
H 1.802 2.114 -7.827 0.00 0.02 0.04 0.071
H 2.607 2.799 -9.231 0.02 0.01 0.01 0.075
H 3.166 3.220 -7.611 0.01 -0.01 -0.01 0.077
H 0.454 3.971 -8.824 -0.04 0.07 0.04 0.114
H 1.814 5.066 -8.655 -0.06 0.06 0.06 0.110
H 0.190 5.444 -6.833 -0.02 0.01 0.07 0.120
H 1.713 4.849 -6.169 0.00 -0.01 0.04 0.117
C -3.943 -8.507 -1.269 0.03 -0.02 -0.01 -0.110
C -2.673 -8.862 -0.504 -0.20 -0.06 -0.16 -0.257
C -2.243 -7.770 0.481 0.06 -0.08 -0.35 -0.198
C -1.966 -6.513 -0.226 -0.12 -0.64 0.54 -0.248
N -1.752 -5.535 -0.777 0.13 0.63 -0.35 0.145
H -3.802 -7.618 -1.886 0.01 0.03 0.04 0.069
H -4.229 -9.322 -1.933 -0.02 0.00 0.02 0.073
H -4.774 -8.321 -0.586 -0.01 0.00 -0.01 0.076
H -1.866 -9.052 -1.214 0.05 0.00 0.06 0.112
H -2.834 -9.787 0.052 0.08 0.03 0.07 0.111
H -1.343 -8.072 1.017 -0.01 0.07 0.10 0.111
H -3.024 -7.590 1.219 0.01 0.02 0.04 0.106
```
Forces are in eV/Å.

Its highest occupied orbital energy is -11.823 eV. As for the net charge: +1. As for the largest force on an atom: 0.03689 Eh/bohr. As for the multiplicity: 1. For the HOMO-LUMO gap, the calculation gives 10.09 eV.

***

The following is a quantum chemistry calculation of 4 unconnected molecules or ions with the total composition C12H34N4O11P3S, from OMol25.

XYZ file:
```
65
Properties=species:S:1:pos:R:3:forces:R:3:nbo_charge:R:1
C -0.249 3.281 -3.509 -0.13 -0.04 -0.02 -0.236
O 0.085 2.112 -2.824 0.37 0.10 -0.14 -0.554
C -0.390 0.938 -3.466 0.04 0.34 0.93 -0.371
P 0.287 -0.625 -2.566 -1.37 0.18 -0.05 0.930
C -1.449 -1.475 -2.484 0.18 -0.37 0.04 -0.429
O -1.848 -1.951 -1.166 -0.09 0.18 0.00 -0.362
N -2.713 -2.991 -1.254 0.07 0.16 -0.11 0.353
O -3.104 -3.324 -0.189 0.03 -0.06 0.05 -0.345
O 0.129 0.210 -1.118 0.14 -0.55 -0.40 -0.847
C 0.130 -0.244 0.207 0.09 1.00 1.31 -0.082
C 1.093 0.603 1.069 -0.22 -0.35 0.66 0.073
C 2.254 -0.199 1.637 0.34 0.07 -0.04 -0.643
O 0.365 1.198 2.166 -0.16 -0.10 0.14 -0.739
P 1.298 -2.457 -1.608 0.57 0.09 0.52 1.143
O 2.450 -2.137 -0.710 0.25 0.02 0.07 -1.146
P 2.447 0.130 -2.993 0.75 -0.52 -0.26 1.470
O 3.108 0.913 -1.745 0.11 0.65 -0.41 -0.996
O 2.460 1.335 -4.126 -0.47 -0.22 -0.12 -1.020
S 3.587 -1.266 -3.788 -0.12 -0.04 0.03 -0.727
H -0.140 3.182 -4.589 0.09 -0.11 -0.24 0.160
H 0.417 4.071 -3.184 0.11 0.24 0.14 0.177
H -1.279 3.581 -3.300 -0.21 0.05 0.00 0.155
H -0.084 0.946 -4.512 0.12 -0.14 -0.24 0.163
H -1.481 0.994 -3.421 -0.21 -0.34 -0.12 0.166
H 0.470 -1.319 -3.823 0.11 0.13 -0.17 -0.135
H -2.253 -0.853 -2.863 -0.08 0.32 0.06 0.186
H -1.401 -2.335 -3.141 0.05 -0.39 -0.11 0.183
H -0.835 -0.048 0.656 -0.55 0.03 -0.24 0.205
H 0.335 -1.281 0.448 0.14 -0.42 -0.83 0.177
H 1.433 1.448 0.493 0.15 0.21 -0.31 0.185
H 2.431 0.069 2.672 -0.01 0.24 0.26 0.193
H 3.171 -0.019 1.095 0.23 -0.01 -0.29 0.231
H 2.088 -1.264 1.583 -0.11 -0.32 -0.03 0.219
H -0.011 0.473 2.690 -0.04 0.24 -0.25 0.460
H 1.629 -3.341 -2.661 -0.26 -0.09 -0.07 -0.076
H 0.365 -3.219 -0.859 -0.26 -0.18 -0.36 -0.107
H 3.788 1.515 -2.104 -0.02 -0.30 0.31 0.493
H 2.373 0.837 -4.962 0.36 0.43 0.26 0.502
O -2.688 -3.185 4.947 0.19 -0.33 0.34 -0.633
C -2.383 -4.130 4.245 0.13 -0.01 0.09 0.681
N -1.432 -5.025 4.636 -0.06 -0.02 0.06 -0.823
C -3.021 -4.389 2.903 0.15 -0.19 0.03 -0.727
H -1.153 -5.805 4.074 0.01 0.03 -0.09 0.392
H -0.981 -4.872 5.521 0.04 0.03 -0.01 0.399
H -2.833 -3.539 2.249 0.09 -0.01 -0.06 0.270
H -4.095 -4.499 3.043 -0.04 0.00 -0.02 0.225
H -2.634 -5.287 2.422 -0.03 0.03 -0.04 0.213
O 4.677 4.816 -2.580 0.11 0.04 -0.02 -0.633
C 3.847 5.005 -1.711 -0.18 -0.06 0.08 0.668
N 2.698 4.289 -1.637 0.07 -0.02 -0.25 -0.818
C 4.033 6.057 -0.640 -0.15 -0.02 0.08 -0.708
H 2.009 4.429 -0.923 0.04 -0.07 0.07 0.398
H 2.538 3.569 -2.326 -0.09 -0.08 0.07 0.421
H 4.138 7.030 -1.117 0.07 0.00 -0.02 0.230
H 4.944 5.837 -0.087 0.05 0.02 -0.04 0.236
H 3.198 6.094 0.059 0.01 0.01 0.02 0.204
O -2.489 -0.576 2.451 0.36 0.00 -0.17 -0.632
C -3.256 -0.581 3.388 -0.49 -0.37 0.29 0.683
N -4.223 -1.532 3.510 -0.38 0.82 -0.55 -0.805
C -3.199 0.455 4.487 -0.16 -0.08 0.08 -0.707
H -4.864 -1.568 4.278 0.18 -0.05 0.10 0.389
H -4.270 -2.241 2.798 -0.03 0.13 0.10 0.398
H -3.335 1.441 4.046 0.08 0.03 -0.04 0.237
H -2.219 0.415 4.956 0.04 0.02 -0.03 0.240
H -3.962 0.299 5.250 0.02 0.00 0.01 0.199
```
Forces are in eV/Å.

Its highest occupied orbital energy is -4.586 eV. As for the net charge: -1. As for the largest force on an atom: 0.03208 Eh/bohr. As for the multiplicity: 1. For the HOMO-LUMO gap, the calculation gives 6.99 eV.

***

The following is a quantum chemistry calculation of a single C5H5ClN3P molecule, from OMol25.

XYZ file:
```
15
Properties=species:S:1:pos:R:3:forces:R:3:nbo_charge:R:1
C -2.785 0.915 0.399 1.43 -1.42 -1.26 0.167
C 0.259 -0.094 -0.477 0.89 4.47 0.96 -0.500
C 0.395 -1.432 -0.721 -2.20 -2.22 -1.02 0.305
C -0.736 1.053 -0.836 -1.43 -3.93 -3.26 -0.285
C 2.071 -1.380 0.638 2.95 -1.68 -0.85 -0.613
N -1.593 1.408 0.230 0.09 0.96 0.37 -0.280
N 1.176 -2.194 -0.144 0.39 -0.56 -0.27 -0.421
N -3.159 -0.204 -0.182 0.46 -0.70 -1.12 -0.365
P 1.638 0.414 0.406 -0.10 -0.67 0.16 0.694
Cl -4.668 -0.796 0.204 -0.25 0.19 0.27 0.180
H -3.377 1.393 1.066 -1.98 1.43 2.22 0.169
H -0.187 1.888 -1.135 1.01 1.41 -0.12 0.217
H -1.312 0.717 -1.855 1.00 0.61 2.41 0.204
H 1.932 -1.674 1.651 -0.31 0.10 1.36 0.259
H 3.139 -1.912 0.463 -1.94 1.99 0.14 0.269
```
Forces are in eV/Å.

Its highest occupied orbital energy (alpha / beta) is -9.414 / -8.353 eV. As for the largest force on an atom: 0.10319 Eh/bohr. As for the multiplicity: 1. For the HOMO-LUMO gap (alpha / beta), the calculation gives 8.81 / 6.14 eV.

***

The following is a quantum chemistry calculation of a molecular structure, C5H7N, from OMol25.

XYZ file:
```
13
Properties=species:S:1:pos:R:3:forces:R:3:nbo_charge:R:1
C -1.914 0.653 0.191 -1.15 1.36 -1.39 0.078
C -0.540 0.737 -0.468 -0.56 0.77 -0.91 -0.314
C 0.259 -0.087 0.415 2.98 -1.85 1.23 -0.206
C -0.702 -0.819 -0.477 -1.26 -0.46 -0.34 -0.112
C 1.812 -0.172 0.148 -2.52 -0.09 0.61 -0.610
N -2.092 -0.592 0.180 1.23 -1.54 -0.12 -0.376
H -2.753 1.313 0.452 0.82 0.34 0.24 0.197
H 0.043 1.459 -1.089 -1.20 -0.63 0.29 0.242
H 0.009 -0.194 1.468 0.07 0.35 0.01 0.214
H -0.670 -1.763 -1.140 0.61 2.17 0.84 0.246
H 2.106 0.170 -0.805 -0.01 -0.24 -1.59 0.208
H 2.062 -1.181 0.365 0.74 -0.84 -0.15 0.217
H 2.380 0.475 0.762 0.25 0.66 1.30 0.215
```
Forces are in eV/Å.

Its highest occupied orbital energy is -9.226 eV. As for the largest force on an atom: 0.07224 Eh/bohr. As for the multiplicity: 1. For the HOMO-LUMO gap, the calculation gives 10.35 eV.

***

The following is a quantum chemistry calculation of a single C2H6O2 molecule, from OMol25.

XYZ file:
```
10
Properties=species:S:1:pos:R:3:forces:R:3:nbo_charge:R:1
O -1.243 -0.879 -0.031 0.20 0.28 0.42 -0.736
C -0.569 0.366 -0.297 -2.41 0.99 -1.60 -0.098
C 0.855 0.341 0.160 -0.15 -0.10 0.52 -0.098
O 1.486 -0.883 -0.190 -0.12 0.78 0.09 -0.708
H -1.600 -0.838 0.866 0.13 -0.12 -0.21 0.471
H -0.683 0.492 -1.420 0.47 -0.20 1.20 0.182
H -1.200 1.224 0.137 1.23 -1.03 -0.37 0.174
H 0.816 0.506 1.243 0.42 -0.24 0.16 0.148
H 1.383 1.178 -0.274 0.33 0.16 -0.19 0.185
H 0.755 -1.505 -0.194 -0.09 -0.51 -0.01 0.479
```
Forces are in eV/Å.

Its highest occupied orbital energy is -10.300 eV. As for the largest force on an atom: 0.05943 Eh/bohr. As for the multiplicity: 1. For the HOMO-LUMO gap, the calculation gives 11.09 eV. The structure (SMILES) is OCCO.

***

The following is a quantum chemistry calculation of 2 unconnected molecules or ions with the total composition CH5NOS2, from OMol25.

XYZ file:
```
10
Properties=species:S:1:pos:R:3:forces:R:3:nbo_charge:R:1
N -1.060 1.107 0.054 0.03 0.56 0.05 -0.829
C -1.865 0.029 0.188 0.58 -0.47 -0.20 0.526
O -1.489 -1.120 0.094 0.17 0.07 0.23 -0.602
H -0.066 1.028 0.136 0.30 -0.35 -0.24 0.402
H -1.404 2.020 -0.181 -0.29 -0.03 0.31 0.396
H -2.893 0.264 0.428 -0.67 0.26 -0.15 0.113
S 2.753 -0.116 0.503 0.03 -0.33 -0.49 -0.152
S 2.050 -0.945 -1.277 -0.12 0.43 0.23 -0.146
H 3.219 -1.286 0.958 -0.01 0.09 0.32 0.137
H 0.756 -0.981 -0.904 -0.02 -0.24 -0.06 0.154
```
Forces are in eV/Å.

Its highest occupied orbital energy is -9.433 eV. As for the largest force on an atom: 0.01494 Eh/bohr. As for the multiplicity: 1. For the HOMO-LUMO gap, the calculation gives 9.80 eV. The structure (SMILES) is NC=O.SS.